--- one ---
ORCA calculation (ωB97M-V/def2-TZVPD) on a cluster of 2 separate species, C3H3ClO2 in total.

Summary:
**M**: 106.51 g/mol
**Orbital gap**: 8.42 eV

```
! wB97M-V def2-TZVPD RIJCOSX def2/J DEFGRID3
* xyz 0 1
C 3.204 -0.947 0.118
C 1.535 0.497 -0.494
C 0.155 0.036 -0.027
O 2.558 -1.005 1.069
O 3.822 -1.068 -0.837
Cl 1.934 1.970 0.139
H -0.112 -0.877 -0.452
H -0.677 0.543 -0.608
H -0.109 0.187 1.114
*
```

These are the Löwdin partial charges, in e, on atoms 1 to 6: number 1, C, carries -0.5545; number 2, C, carries -0.5522; number 3, C, carries -0.2201; number 4, O, carries 0.1650; number 5, O, carries 0.2098; number 6, Cl, carries 0.7056


--- two ---
ORCA calculation (ωB97M-V/def2-TZVPD) on an isolated molecule of C3H3ClO2.

Summary:
**M**: 106.51 g/mol
**Orbital gap**: 9.99 eV

```
! wB97M-V def2-TZVPD RIJCOSX def2/J DEFGRID3
* xyz 0 1
O 1.109 -0.810 -1.510
C 1.029 0.140 -0.741
C -0.376 0.448 -0.165
Cl -0.476 2.092 0.468
C -0.676 -0.619 0.900
O -1.508 -1.454 0.602
H 1.954 0.614 -0.357
H -0.953 0.297 -1.044
H -0.103 -0.707 1.846
*
```

These are the Löwdin partial charges, in e, on atoms 1 to 6: number 1, O, carries 0.0585; number 2, C, carries -0.2461; number 3, C, carries -0.6451; number 4, Cl, carries 0.6407; number 5, C, carries -0.2481; number 6, O, carries 0.0697


Name the most stable of them. two.


--- one ---
ORCA calculation (ωB97M-V/def2-TZVPD) on a cluster of 2 separate species, C3H2N4 in total.

Summary:
**M**: 94.08 g/mol
**Orbital gap**: 10.05 eV

```
! wB97M-V def2-TZVPD RIJCOSX def2/J DEFGRID3
* xyz 0 1
C 2.363 -1.034 0.016
C 1.200 -0.803 0.064
C -1.123 1.810 0.064
N -2.258 1.715 0.015
N -2.198 -1.103 0.063
N -1.094 -0.862 -0.057
N -0.023 -0.354 0.071
H 3.320 -1.481 -0.302
H -0.187 2.112 0.067
*
```

These are the Löwdin partial charges, in e, on atoms 1 to 6: number 1, C, carries 0.0892; number 2, C, carries -0.2178; number 3, C, carries -0.1046; number 4, N, carries 0.0821; number 5, N, carries 0.2511; number 6, N, carries -0.1741


--- two ---
ORCA calculation (ωB97M-V/def2-TZVPD) on an isolated molecule of C3H2N4.

Summary:
**M**: 94.08 g/mol
**Orbital gap**: 11.19 eV

```
! wB97M-V def2-TZVPD RIJCOSX def2/J DEFGRID3
* xyz 0 1
N -1.865 -0.493 2.184
C -1.216 -0.327 1.212
C -0.258 -0.123 0.155
N 1.102 -0.249 0.400
C 1.657 0.204 -0.703
N 0.668 0.499 -1.591
N -0.545 0.297 -1.047
H 2.662 0.096 -1.112
H 0.718 1.006 -2.503
*
```

These are the Löwdin partial charges, in e, on atoms 1 to 6: number 1, N, carries 0.1525; number 2, C, carries -0.1284; number 3, C, carries -0.3878; number 4, N, carries 0.1194; number 5, C, carries -0.1583; number 6, N, carries -0.0016


Name the most stable of them. two.


--- one ---
ORCA calculation (ωB97M-V/def2-TZVPD) on a cluster of 2 separate species, CH6O2Si in total.

Summary:
**M**: 78.14 g/mol
**Orbital gap (alpha / beta)**: 8.70 / 7.22 eV

```
! wB97M-V def2-TZVPD RIJCOSX def2/J DEFGRID3
* xyz 0 1
C -1.281 -1.029 1.307
O 1.017 -0.139 -2.071
O 0.435 1.911 -0.496
Si 1.067 0.434 -0.597
H -1.125 -0.138 1.850
H -2.323 -1.175 1.040
H -0.559 -1.926 1.446
H 0.342 -0.301 -2.687
H 0.015 2.051 0.442
H 2.413 0.313 -0.234
*
```

These are the Löwdin partial charges, in e, on atoms 1 to 6: number 1, C, carries -0.0124; number 2, O, carries -0.1645; number 3, O, carries -0.2337; number 4, Si, carries 0.4503; number 5, H, carries -0.0855; number 6, H, carries -0.0390


--- two ---
ORCA calculation (ωB97M-V/def2-TZVPD) on an isolated molecule of CH6O2Si.

Summary:
**M**: 78.14 g/mol
**Orbital gap**: 11.08 eV

```
! wB97M-V def2-TZVPD RIJCOSX def2/J DEFGRID3
* xyz 0 1
C -1.586 -0.294 -0.273
O -0.965 -0.002 0.933
O 0.132 0.870 0.627
Si 1.616 0.199 0.238
H -2.301 0.506 -0.619
H -2.087 -1.332 -0.180
H -0.879 -0.211 -1.107
H 2.441 1.297 -0.328
H 2.494 -0.172 1.330
H 1.134 -0.860 -0.620
*
```

These are the Löwdin partial charges, in e, on atoms 1 to 6: number 1, C, carries -0.1559; number 2, O, carries -0.1946; number 3, O, carries -0.3663; number 4, Si, carries 0.6346; number 5, H, carries 0.0946; number 6, H, carries 0.1261


Name the most stable of them. one.


--- one ---
ORCA calculation (ωB97M-V/def2-TZVPD) on a cluster of 13 separate species, C52H104O39 in total.

Summary:
**M**: 1353.37 g/mol
**Orbital gap**: 10.54 eV

```
! wB97M-V def2-TZVPD RIJCOSX def2/J DEFGRID3
* xyz 0 1
C -5.221 5.354 -4.570
C -6.305 4.322 -4.888
O -6.268 3.192 -4.030
C -5.257 2.355 -4.186
O -4.384 2.507 -4.993
O -5.410 1.341 -3.365
C -4.672 0.182 -3.163
H -4.215 4.992 -4.358
H -5.553 6.029 -3.780
H -5.057 5.981 -5.446
H -6.293 4.018 -5.934
H -7.182 4.951 -4.732
H -3.650 0.440 -2.884
H -4.672 -0.288 -4.146
H -5.199 -0.345 -2.367
C 1.651 -1.550 8.565
C 2.007 -0.370 7.616
O 2.725 -0.763 6.509
C 2.603 -0.346 5.190
O 1.874 0.550 4.766
O 3.495 -1.108 4.465
C 3.802 -0.766 3.141
H 1.001 -1.401 9.427
H 2.640 -1.887 8.875
H 1.409 -2.548 8.202
H 2.593 0.387 8.138
H 1.104 0.206 7.411
H 3.850 0.306 2.951
H 3.166 -1.375 2.497
H 4.747 -1.168 2.775
C 1.711 4.802 -7.920
C 1.394 3.568 -6.969
O 1.029 3.737 -5.581
C 1.850 4.325 -4.638
O 1.537 4.421 -3.475
O 3.057 4.651 -5.162
C 4.163 5.207 -4.450
H 2.123 5.651 -7.374
H 0.805 5.162 -8.408
H 2.420 4.530 -8.702
H 2.401 3.152 -6.966
H 0.772 2.804 -7.436
H 3.810 5.700 -3.544
H 4.851 5.838 -5.012
H 4.812 4.429 -4.047
C -1.423 0.743 -5.878
C -1.071 -0.705 -6.182
O -0.562 -0.862 -7.555
C -0.244 -2.101 -7.974
O -0.456 -3.131 -7.295
O 0.365 -2.012 -9.213
C 0.825 -3.264 -9.699
H -1.929 0.742 -4.913
H -1.935 1.247 -6.698
H -0.427 1.173 -5.767
H -1.930 -1.344 -5.978
H -0.259 -1.160 -5.615
H -0.018 -3.667 -10.259
H 1.304 -4.022 -9.080
H 1.588 -3.073 -10.454
C 3.122 -7.435 -1.868
C 2.237 -6.904 -0.753
O 2.858 -6.638 0.472
C 3.480 -5.424 0.767
O 3.514 -4.470 0.019
O 4.127 -5.524 1.998
C 4.821 -4.402 2.481
H 3.171 -8.505 -1.668
H 4.104 -6.961 -1.890
H 2.790 -7.281 -2.894
H 1.473 -7.613 -0.433
H 1.770 -5.944 -0.973
H 5.877 -4.663 2.416
H 4.566 -4.303 3.536
H 4.564 -3.471 1.976
C 3.508 1.471 -2.439
C 2.972 0.909 -3.757
O 3.500 -0.316 -4.132
C 3.144 -0.850 -5.289
O 2.432 -0.347 -6.163
O 3.849 -2.065 -5.444
C 3.839 -2.922 -6.588
H 4.586 1.629 -2.409
H 3.240 0.740 -1.675
H 2.908 2.283 -2.030
H 2.829 1.608 -4.581
H 1.897 0.777 -3.636
H 3.814 -3.964 -6.268
H 4.709 -2.867 -7.242
H 2.876 -2.712 -7.053
C -3.858 -3.116 0.135
C -2.624 -2.457 -0.442
O -2.476 -1.075 -0.208
C -2.108 -0.633 1.033
O -1.924 -1.324 2.039
O -2.028 0.680 1.015
C -1.467 1.330 2.100
H -4.753 -2.614 -0.232
H -3.715 -3.091 1.216
H -3.877 -4.147 -0.219
H -2.904 -2.488 -1.495
H -1.726 -3.073 -0.406
H -1.891 1.165 3.090
H -1.457 2.353 1.724
H -0.450 0.952 2.212
C -0.179 -5.214 9.741
C -0.952 -5.039 8.427
O -0.349 -4.090 7.546
C -0.580 -4.142 6.218
O -1.119 -5.006 5.542
O -0.164 -2.977 5.755
C -0.535 -2.563 4.422
H -0.885 -5.502 10.520
H 0.128 -4.180 9.897
H 0.711 -5.843 9.710
H -1.987 -4.741 8.591
H -0.807 -6.016 7.966
H -0.461 -1.483 4.289
H -1.586 -2.764 4.216
H -0.010 -3.156 3.673
C -9.686 4.309 0.673
C -8.487 4.704 1.508
O -7.334 4.875 0.720
C -6.549 3.858 0.318
O -6.746 2.676 0.577
O -5.488 4.288 -0.363
C -4.588 3.345 -0.910
H -9.550 3.300 0.284
H -9.989 4.957 -0.149
H -10.625 4.227 1.219
H -8.364 3.995 2.327
H -8.637 5.680 1.969
H -4.947 2.374 -1.252
H -3.721 3.206 -0.264
H -4.050 3.871 -1.699
C -4.471 3.042 3.061
C -4.107 4.533 2.715
O -2.710 4.678 2.788
C -1.968 5.138 1.697
O -2.377 5.606 0.660
O -0.696 4.977 1.950
C 0.354 5.526 1.181
H -5.512 2.794 3.268
H -4.030 2.826 4.033
H -4.144 2.366 2.271
H -4.600 5.175 3.446
H -4.493 4.868 1.753
H 0.525 5.112 0.187
H 1.223 5.300 1.799
H 0.277 6.611 1.109
C 2.822 2.733 2.225
C 3.319 3.079 3.581
O 4.722 3.178 3.495
C 5.342 4.305 3.901
O 4.833 5.370 4.340
O 6.697 4.170 3.562
C 7.589 5.264 3.577
H 3.429 2.117 1.562
H 2.631 3.606 1.601
H 1.878 2.192 2.305
H 3.208 2.288 4.323
H 2.742 3.974 3.815
H 8.604 4.878 3.484
H 7.489 5.890 4.464
H 7.332 5.942 2.763
C -1.150 2.560 -2.520
C -0.143 2.220 -1.423
O -0.080 0.758 -1.405
C 0.818 0.142 -0.679
O 1.589 0.729 0.142
O 0.658 -1.238 -0.747
C 1.361 -2.098 0.055
H -1.103 1.853 -3.348
H -0.966 3.589 -2.832
H -2.097 2.629 -1.984
H -0.297 2.628 -0.424
H 0.750 2.776 -1.707
H 2.393 -1.771 0.181
H 1.276 -3.017 -0.524
H 0.849 -2.279 1.000
C 3.392 -7.712 5.316
C 2.233 -6.917 4.497
O 1.370 -7.712 3.705
C 0.395 -7.203 2.884
O -0.259 -7.931 2.184
O 0.555 -5.931 2.746
C -0.073 -5.252 1.662
H 3.528 -8.660 4.795
H 3.084 -7.859 6.351
H 4.387 -7.271 5.245
H 2.786 -6.273 3.814
H 1.686 -6.127 5.013
H -1.096 -4.968 1.910
H 0.051 -5.840 0.752
H 0.511 -4.352 1.471
*
```

These are the Löwdin partial charges, in e, on atoms 1 to 6: number 1, C, carries -0.0699; number 2, C, carries -0.2015; number 3, O, carries 0.0475; number 4, C, carries -0.6328; number 5, O, carries 0.1331; number 6, O, carries -0.0258


--- two ---
ORCA calculation (ωB97M-V/def2-TZVPD) on a cluster of 13 separate species, C52H104O39 in total.

Summary:
**M**: 1353.37 g/mol
**Orbital gap**: 11.08 eV

```
! wB97M-V def2-TZVPD RIJCOSX def2/J DEFGRID3
* xyz 0 1
C -3.856 -7.866 -1.916
C -3.734 -7.775 -0.369
O -3.007 -6.632 -0.061
C -2.737 -6.486 1.250
O -3.170 -7.145 2.146
O -1.834 -5.454 1.367
C -1.686 -4.948 2.756
H -2.871 -7.881 -2.384
H -4.387 -7.004 -2.309
H -4.478 -8.722 -2.220
H -3.241 -8.691 -0.053
H -4.755 -7.831 0.058
H -2.619 -4.489 3.088
H -0.882 -4.190 2.703
H -1.395 -5.729 3.447
C 2.218 -2.021 -10.122
C 1.217 -2.919 -9.412
O 0.791 -2.367 -8.203
C 1.558 -2.625 -7.159
O 2.526 -3.342 -7.113
O 0.913 -2.047 -6.089
C 1.454 -2.188 -4.816
H 3.211 -1.926 -9.668
H 1.804 -1.016 -10.125
H 2.407 -2.316 -11.171
H 1.573 -3.942 -9.297
H 0.302 -2.936 -9.996
H 1.319 -3.245 -4.468
H 0.973 -1.484 -4.134
H 2.537 -2.011 -4.809
C -0.888 3.734 -3.149
C -0.419 4.962 -3.890
O -1.613 5.630 -4.240
C -1.480 6.771 -4.888
O -0.404 7.187 -5.245
O -2.713 7.272 -5.230
C -2.598 8.369 -6.113
H -1.452 4.106 -2.266
H -0.074 3.132 -2.762
H -1.602 3.101 -3.669
H 0.098 4.527 -4.743
H 0.234 5.548 -3.267
H -3.350 9.117 -5.897
H -2.633 7.939 -7.110
H -1.616 8.824 -6.017
C 7.417 -0.117 6.275
C 7.064 0.461 4.935
O 6.133 -0.353 4.155
C 4.837 -0.335 4.518
O 4.386 0.282 5.459
O 4.172 -1.104 3.596
C 2.802 -1.252 3.777
H 7.963 -1.071 6.246
H 6.579 -0.216 6.937
H 8.045 0.546 6.916
H 7.878 0.585 4.231
H 6.508 1.373 5.162
H 2.563 -1.833 4.651
H 2.394 -1.719 2.885
H 2.350 -0.273 3.871
C -5.446 -5.324 -6.263
C -4.418 -5.485 -5.170
O -4.117 -4.256 -4.651
C -3.020 -4.156 -3.960
O -2.079 -4.901 -3.968
O -3.175 -3.028 -3.145
C -2.193 -2.944 -2.111
H -5.713 -6.237 -6.801
H -5.102 -4.634 -7.041
H -6.345 -4.847 -5.851
H -3.544 -5.997 -5.547
H -4.736 -6.113 -4.360
H -1.182 -3.164 -2.461
H -2.496 -3.701 -1.359
H -2.262 -1.973 -1.600
C 5.471 -1.944 -5.302
C 5.371 -0.462 -4.951
O 5.831 -0.326 -3.600
C 4.959 -0.490 -2.573
O 3.782 -0.514 -2.660
O 5.715 -0.508 -1.446
C 5.022 -0.386 -0.244
H 5.108 -2.243 -6.285
H 4.838 -2.552 -4.624
H 6.458 -2.332 -5.151
H 4.339 -0.094 -5.017
H 6.079 0.145 -5.537
H 5.654 -0.657 0.604
H 4.169 -1.038 -0.284
H 4.630 0.638 -0.130
C 0.687 -0.132 -1.402
C -0.159 0.520 -0.319
O -0.024 -0.354 0.811
C -0.830 -0.079 1.828
O -1.759 0.679 1.806
O -0.627 -0.990 2.807
C -1.634 -1.000 3.832
H 0.257 -1.084 -1.689
H 1.732 -0.179 -1.111
H 0.675 0.520 -2.240
H -1.231 0.521 -0.533
H 0.116 1.575 -0.164
H -1.920 -2.041 4.011
H -2.494 -0.498 3.461
H -1.156 -0.530 4.682
C -3.387 7.348 -0.094
C -2.748 6.331 0.757
O -1.367 6.197 0.379
C -0.744 5.069 0.945
O 0.422 4.822 0.657
O -1.428 4.411 1.855
C -0.658 3.437 2.623
H -4.370 7.653 0.283
H -3.464 6.946 -1.092
H -2.810 8.280 -0.206
H -3.288 5.395 0.736
H -2.782 6.630 1.793
H -1.342 2.734 3.061
H -0.057 3.945 3.373
H 0.014 2.951 1.941
C -2.234 3.876 10.323
C -0.791 3.666 9.840
O -0.773 2.666 8.803
C 0.196 2.724 7.913
O 0.967 3.626 7.749
O 0.184 1.585 7.204
C 1.315 1.330 6.359
H -2.296 4.660 11.090
H -2.629 3.028 10.899
H -2.927 4.153 9.535
H -0.181 3.280 10.645
H -0.318 4.594 9.599
H 1.104 0.377 5.855
H 2.206 1.293 6.984
H 1.549 2.121 5.653
C 7.500 -5.047 -1.726
C 7.071 -3.626 -2.006
O 5.648 -3.604 -2.229
C 4.912 -3.743 -1.054
O 5.274 -3.727 0.080
O 3.644 -3.935 -1.516
C 2.561 -4.028 -0.574
H 7.230 -5.461 -0.741
H 8.582 -5.066 -1.712
H 7.124 -5.681 -2.525
H 7.485 -3.409 -2.980
H 7.333 -2.915 -1.223
H 1.680 -4.269 -1.176
H 2.447 -3.036 -0.158
H 2.685 -4.682 0.298
C -7.869 -0.752 4.342
C -6.702 -1.517 3.736
O -6.070 -2.161 4.837
C -4.916 -2.778 4.432
O -4.505 -2.798 3.296
O -4.196 -3.318 5.415
C -4.760 -3.095 6.702
H -8.361 -0.126 3.604
H -7.452 -0.050 5.066
H -8.617 -1.403 4.815
H -6.027 -0.891 3.182
H -6.995 -2.258 2.986
H -5.023 -2.048 6.794
H -3.988 -3.445 7.391
H -5.690 -3.605 6.842
C -5.282 3.354 1.942
C -4.887 2.431 3.073
O -4.225 3.217 4.077
C -3.612 2.528 5.021
O -3.643 1.299 5.103
O -2.762 3.240 5.753
C -2.681 4.613 5.399
H -5.661 2.745 1.134
H -4.502 4.059 1.635
H -6.148 3.939 2.255
H -4.208 1.666 2.710
H -5.791 2.004 3.547
H -1.779 4.975 5.819
H -3.529 5.192 5.761
H -2.669 4.729 4.328
C 3.117 4.120 -1.593
C 3.643 2.802 -2.147
O 4.179 2.981 -3.408
C 3.294 3.037 -4.412
O 2.104 3.002 -4.424
O 4.019 3.446 -5.513
C 3.442 3.705 -6.760
H 2.249 4.457 -2.193
H 3.974 4.781 -1.580
H 2.731 3.963 -0.579
H 2.928 1.968 -2.103
H 4.509 2.451 -1.564
H 3.278 2.763 -7.233
H 4.107 4.307 -7.341
H 2.468 4.199 -6.712
*
```

These are the Löwdin partial charges, in e, on atoms 1 to 6: number 1, C, carries -0.0550; number 2, C, carries -0.2447; number 3, O, carries 0.0339; number 4, C, carries -0.5694; number 5, O, carries 0.1440; number 6, O, carries -0.0246


Name the most stable of them. two.